# 1
ORCA calculation (ωB97M-V/def2-TZVPD) on a single CH2Cl3OPS2 molecule in a non-equilibrium geometry.

Structure (XYZ):
```
10
Properties=species:S:1:pos:R:3:forces:R:3:mulliken_charge:R:1
C -1.129784 -0.049024 0.030203 0.3 -0.3 0.4 0.232
O 0.966642 -0.152869 -1.673258 0.5 0.3 -0.5 -0.390
P 0.807399 -0.574117 -0.168219 0.1 -0.7 2.9 0.483
S 1.465557 -2.454135 0.320549 -1.4 3.2 -0.9 -0.298
S 1.609532 1.165945 1.084592 0.9 -1.0 -2.7 -0.180
Cl -1.666835 0.380374 1.685597 0.3 -0.9 0.0 -0.132
Cl -2.035169 -1.409415 -0.630192 0.0 0.1 0.1 -0.086
Cl -1.503961 1.437605 -0.859515 0.4 0.0 -0.7 -0.126
H 0.682913 0.766485 -1.830896 0.0 -0.2 -0.1 0.349
H 0.803704 0.889147 2.041140 -1.1 -0.5 1.3 0.149
```
Forces are in eV/Å.

Output
Orbital gap, eV: 9.04
SMILES string: O[P@@](=S)(S)C(Cl)(Cl)Cl

=====

# 2
ORCA calculation (ωB97M-V/def2-TZVPD) on a molecular structure, C4H5NO3 in a non-equilibrium geometry.

Structure (XYZ):
```
13
Properties=species:S:1:pos:R:3:forces:R:3:mulliken_charge:R:1
C 0.156680 1.041799 0.045373 -0.2 -1.6 -0.2 1.026
C 0.030126 -0.762618 -0.556611 -0.7 0.8 -0.2 -0.390
C -0.964753 -1.488413 -0.037122 0.1 0.2 -0.1 -0.528
O 0.213630 1.735747 -1.104089 0.0 0.2 0.1 -0.450
O -0.918299 1.385022 0.793577 0.1 -0.1 -0.1 -0.522
N 1.354826 0.850120 0.736937 0.5 0.2 0.1 -0.762
C 1.610465 -0.370611 0.418030 1.0 0.1 0.7 0.505
O 2.405258 -1.247030 0.498863 -1.0 0.5 -0.3 -0.443
H -0.639927 2.163280 -1.269470 0.0 -0.1 0.0 0.346
H -0.726699 1.139402 1.709851 0.1 0.1 -0.1 0.399
H 0.313168 -0.899785 -1.596172 0.0 -0.1 0.0 0.356
H -1.510508 -2.229228 -0.611661 0.2 -0.2 0.1 0.280
H -1.323968 -1.317684 0.972496 0.0 0.1 0.0 0.182
```
Forces are in eV/Å.

Output
Orbital gap, eV: 8.59

=====

# 3
ORCA calculation (ωB97M-V/def2-TZVPD) on a molecular structure, C26H28N6O2PtS2 in a non-equilibrium geometry.

Structure (XYZ):
```
65
Properties=species:S:1:pos:R:3:forces:R:3:mulliken_charge:R:1
Pt -0.079737 -0.217538 0.003538 -0.6 1.0 -0.9 -0.052
O -3.195336 4.165216 0.619989 0.0 0.0 -0.1 -0.510
C -3.512973 3.758635 -0.625382 0.0 0.1 0.2 1.164
C -4.495210 4.417512 -1.359763 0.0 0.0 -0.1 -0.841
C -4.828549 3.992929 -2.628310 0.0 0.0 0.0 -0.497
C -4.183887 2.899161 -3.209145 0.0 0.0 0.0 -0.915
C -3.209156 2.248745 -2.497827 0.0 0.0 0.1 -0.460
C -2.854649 2.652426 -1.192586 0.0 -0.1 -0.2 0.113
C -1.821555 1.892518 -0.515986 0.5 0.1 0.0 0.428
O -1.247889 0.920929 -1.201587 -1.1 -0.4 0.1 -0.521
N -1.449105 2.163332 0.723366 -0.2 0.1 -0.1 -1.138
N -0.495632 1.317994 1.136378 1.0 0.7 0.8 1.021
C 0.123481 1.436683 2.260204 -0.2 0.1 0.0 0.072
C 1.120506 0.412250 2.514705 0.0 0.2 -0.2 0.424
C 1.755518 0.197482 3.723248 0.1 0.1 0.0 -0.941
C 2.683666 -0.828809 3.816685 0.0 0.0 0.0 -0.300
C 2.974978 -1.595817 2.695741 0.1 0.1 0.0 -0.939
C 2.305176 -1.340341 1.516557 0.0 0.3 0.0 0.097
N 1.392738 -0.357400 1.432038 0.2 -1.7 0.4 0.061
H -3.697941 4.961418 0.832068 0.0 0.0 0.0 0.374
H -4.993058 5.275465 -0.922431 0.0 0.0 0.0 0.324
H -5.601224 4.518602 -3.174859 0.0 0.0 0.0 0.413
H -4.447569 2.573184 -4.205193 0.0 0.0 0.0 0.443
H -2.685492 1.409330 -2.932358 0.0 0.0 0.0 0.467
H -0.076246 2.276111 2.912928 -0.1 -0.1 0.1 0.548
H 1.515194 0.822991 4.572381 0.0 0.0 0.0 0.511
H 3.179954 -1.026516 4.757881 0.0 0.0 0.0 0.485
H 3.719555 -2.378495 2.725097 0.0 0.0 0.0 0.463
H 2.503998 -1.888083 0.606008 -0.1 -0.1 0.0 0.479
S 1.578895 0.162504 -1.637024 0.1 0.5 -0.1 -0.327
C 0.648525 -1.093182 -2.380748 0.0 0.1 0.1 0.775
N -0.295150 -1.510145 -1.570685 0.8 -1.1 -0.1 0.260
C -1.087307 -2.529920 -2.126156 0.3 0.4 0.2 -0.393
C -2.173547 -3.182516 -1.560323 -0.1 -0.1 0.0 0.052
C -2.805443 -4.158898 -2.307519 0.0 0.0 0.0 -0.868
C -2.366425 -4.479070 -3.594650 0.0 0.0 0.0 -0.585
C -1.286860 -3.829526 -4.160992 0.0 0.0 0.0 -0.558
C -0.651194 -2.844883 -3.412119 0.0 0.0 -0.2 0.586
S 0.713736 -1.850013 -3.896835 -0.2 -0.2 -0.2 -0.157
H -2.507143 -2.935267 -0.562919 0.0 0.0 0.0 0.413
H -3.652146 -4.687663 -1.890624 0.0 0.0 0.0 0.441
H -2.880496 -5.245070 -4.158968 0.0 0.0 0.0 0.410
H -0.945729 -4.079921 -5.157021 0.0 0.0 0.0 0.419
C -1.203838 -2.352994 4.351532 0.0 0.0 0.0 -0.466
C -1.969243 -3.142975 3.295298 0.0 0.0 -0.1 -1.162
N -2.905376 -2.324679 2.504555 -0.1 -0.1 0.1 0.310
C -4.344658 -2.505258 2.803866 0.1 0.1 0.1 -0.704
C -4.832256 -1.615944 3.935032 0.0 0.0 0.0 -0.980
C -2.458384 -1.450588 1.610856 0.3 -0.1 0.1 0.942
C -3.411882 -0.521182 0.931189 0.0 0.0 0.0 -1.695
N -1.164044 -1.370751 1.326733 -1.0 0.2 0.1 -0.068
H -0.478603 -3.003927 4.840627 0.0 0.0 0.0 0.368
H -1.881347 -1.970634 5.113940 0.0 0.0 0.0 0.315
H -0.667184 -1.502879 3.927670 0.0 0.0 0.0 -0.045
H -2.563642 -3.912209 3.780134 0.0 0.0 0.0 0.434
H -1.293764 -3.669946 2.614707 0.0 0.0 0.0 0.480
H -4.472874 -3.554363 3.062197 0.0 0.0 0.0 0.505
H -4.924239 -2.343617 1.900887 0.0 0.0 0.0 0.308
H -4.309088 -1.834263 4.866591 0.0 0.0 0.0 0.292
H -5.894723 -1.788993 4.104413 0.0 0.0 0.0 0.407
H -4.696575 -0.558888 3.702108 0.0 0.0 0.0 0.240
H -4.342020 -1.009239 0.656824 0.0 0.0 0.0 0.478
H -2.967697 -0.122052 0.027889 0.0 -0.1 -0.1 0.180
H -3.652010 0.306304 1.602100 0.0 0.0 0.0 0.446
H -0.574423 -2.028366 1.814851 0.0 0.0 0.0 0.172
```
Forces are in eV/Å.

Output
Orbital gap, eV: 6.31
Total charge: +2

=====

Let's list energy above the lowest of the compared OMol25 structures with the same formula, charge and spin in order: 79.6, 354.0, 113.2 kJ/mol.
Let's list E_tot in order: -2632.86715, -435.78569, -2401.75751 hartree.